{
  "formula": "C3H6NO2S",
  "method": "ωB97M-V/def2-TZVPD",
  "homo_ev": -3.3275,
  "de_lowest_ev": 3.5370,
  "homo_lumo_gap_ev": 7.2687,
  "e_tot_ha": -721.27863,
  "total_charge": -1,
  "elements": ["C", "C", "C", "N", "O", "O", "S", "H", "H", "H", "H", "H", "H"],
  "positions_angstrom": [[0.28, -0.43, 1.51], [0.76, -0.59, -1.75], [0.21, 0.61, -1.49], [0.05, -1.63, 1.32], [-0.60, 2.04, 2.15], [-2.16, 0.56, 1.08], [-0.80, 1.18, 0.96], [1.33, -0.33, 1.90], [0.11, -1.39, -2.06], [1.88, -0.71, -1.48], [0.70, 1.60, -1.22], [-0.82, 0.88, -1.90], [-0.94, -1.80, 1.00]]
}

=====

{
  "formula": "C8H14N2O3",
  "method": "ωB97M-V/def2-TZVPD",
  "homo_ev": -8.9395,
  "de_lowest_ev": 3.2440,
  "homo_lumo_gap_ev": 9.4576,
  "e_tot_ha": -648.38950,
  "smiles": "C[C@H](N)C(=O)N1CCC[C@H]1C(=O)O",
  "elements": ["C", "C", "N", "C", "O", "N", "C", "C", "C", "C", "C", "O", "O", "H", "H", "H", "H", "H", "H", "H", "H", "H", "H", "H", "H", "H", "H"],
  "positions_angstrom": [[-3.68, -0.11, 0.26], [-2.18, 0.35, 0.54], [-1.86, 1.70, -0.01], [-1.31, -0.64, 0.04], [-1.78, -1.59, -0.60], [0.02, -0.53, 0.16], [0.77, -1.25, -0.88], [2.18, -1.57, -0.38], [2.11, -0.95, 1.04], [0.99, 0.11, 0.90], [1.67, 1.15, 0.01], [2.83, 1.40, 0.16], [0.89, 1.55, -0.97], [-3.86, 0.00, -0.87], [-4.36, 0.69, 0.60], [-4.02, -1.13, 0.79], [-1.94, 0.33, 1.56], [-2.53, 2.45, 0.29], [-1.86, 1.57, -1.07], [0.03, -2.03, -1.02], [0.85, -0.59, -1.76], [2.66, -1.03, -1.15], [2.64, -2.49, -0.22], [2.95, -0.51, 1.55], [1.86, -1.65, 1.82], [0.51, 0.41, 1.83], [1.00, 2.40, -1.36]]
}

=====

{
  "formula": "C10H20Si",
  "method": "ωB97M-V/def2-TZVPD",
  "homo_ev": -8.4529,
  "de_lowest_ev": 0.9752,
  "homo_lumo_gap_ev": 9.4312,
  "e_tot_ha": -682.43250,
  "smiles": "CC[Si](CC)(CC)C1=C(C)C1",
  "elements": ["C", "C", "Si", "C", "C", "C", "C", "C", "C", "C", "C", "H", "H", "H", "H", "H", "H", "H", "H", "H", "H", "H", "H", "H", "H", "H", "H", "H", "H", "H", "H"],
  "positions_angstrom": [[-0.30, -2.65, -0.96], [0.59, -1.99, 0.09], [0.58, -0.08, 0.00], [1.23, 0.70, 1.62], [2.64, 0.25, 1.99], [1.46, 0.55, -1.57], [2.03, 1.96, -1.44], [-1.56, 0.55, -0.09], [-2.82, 0.39, 0.22], [-3.90, -0.19, 1.02], [-2.56, 1.32, -0.93], [-1.32, -2.33, -0.84], [0.03, -2.39, -1.96], [-0.26, -3.74, -0.86], [1.61, -2.36, -0.02], [0.25, -2.31, 1.08], [1.22, 1.79, 1.53], [0.56, 0.46, 2.44], [2.68, -0.83, 2.11], [3.35, 0.52, 1.21], [2.96, 0.71, 2.92], [2.27, -0.14, -1.84], [0.76, 0.53, -2.41], [1.23, 2.66, -1.21], [2.78, 2.01, -0.66], [2.49, 2.27, -2.38], [-3.52, -0.55, 1.98], [-4.35, -1.03, 0.49], [-4.69, 0.55, 1.20], [-2.78, 0.99, -1.94], [-2.65, 2.39, -0.80]]
}